# C12H18BF4KO9

A structure of composition C12H18BF4KO9 at a distorted geometry (ωB97M-V with the def2-TZVPD basis set, the OMol25 dataset).

Properties
Gap between HOMO and LUMO = 0.3281 Ha
Spin multiplicity = 1
Energy relative to the best compared isomer or geometry (same formula, charge and spin) = 75.4 kcal per mole
HOMO energy = -10.235 eV
Electronic energy = -59040.026 eV

The geometry in XYZ format:
```
45
Properties=species:S:1:pos:R:3:forces:R:3
K -10.768 0.897 -9.622 -0.281 -0.156 0.812
F -11.855 0.226 -5.143 -0.619 0.241 0.932
F -10.858 -1.401 -6.210 1.585 -4.193 0.006
F -12.514 -0.257 -7.266 -1.115 -0.355 -1.237
F -10.565 0.623 -6.884 2.617 2.456 -1.909
O -5.674 -1.168 -7.084 0.875 -0.560 -0.880
O -6.039 -0.068 -5.248 -0.526 0.432 1.725
O -15.019 -4.157 -5.342 -1.494 0.556 -2.198
O -16.084 4.425 -7.493 -0.283 -2.970 4.770
O -16.435 4.107 -5.237 -2.119 3.105 0.532
O -4.287 0.577 -6.554 -3.164 -2.678 1.198
O -15.617 2.497 -6.364 -0.744 -2.614 -0.019
O -15.652 -3.270 -7.388 0.256 -0.289 1.053
O -13.765 -2.570 -6.364 0.404 -2.121 0.962
C -16.088 3.712 -6.426 0.747 3.226 -5.504
C -5.239 -0.176 -6.253 3.228 2.570 -3.156
C -14.899 -3.334 -6.461 0.071 -0.004 0.303
C -14.652 1.069 -4.621 -1.606 0.488 0.368
C -8.191 -0.987 -4.522 1.308 -0.527 0.020
C -6.744 -1.883 -6.521 -0.697 -0.220 1.824
C -6.744 -1.310 -5.080 -2.088 0.544 0.121
C -13.935 -3.999 -4.427 0.215 -0.104 -3.217
C -12.927 -3.295 -5.416 0.277 1.639 2.780
C -16.106 3.205 -4.260 2.119 -1.381 1.508
C -15.920 1.925 -5.050 2.639 -1.104 1.470
C -13.540 -5.419 -4.019 0.332 0.666 0.891
B -11.460 -0.259 -6.384 -1.929 2.081 1.350
H -6.059 -1.908 -4.479 -0.545 -0.235 0.411
H -8.636 -0.230 -5.168 -0.080 -0.233 -0.056
H -6.633 -2.961 -6.400 0.930 -0.083 -0.471
H -15.156 3.494 -3.811 0.331 0.254 -0.076
H -8.815 -1.879 -4.475 0.049 -0.065 -0.540
H -12.574 -5.629 -4.479 0.017 -0.247 0.255
H -14.533 0.061 -5.020 0.064 0.551 -1.499
H -14.813 0.665 -3.621 -0.009 1.014 0.819
H -16.754 3.109 -3.388 -0.758 0.303 -0.622
H -14.251 -6.177 -4.348 -0.123 0.373 -0.165
H -8.236 -0.621 -3.497 0.607 0.212 -0.034
H -7.687 -1.821 -7.064 0.040 0.888 -0.133
H -12.038 -3.811 -5.780 -0.802 -0.713 -0.947
H -13.480 -5.500 -2.934 0.275 -0.107 -0.009
H -16.802 1.340 -4.786 -0.503 -0.322 -1.867
H -12.424 -2.597 -4.746 -0.072 0.756 -0.438
H -14.308 -3.233 -3.747 0.490 -0.533 0.824
H -13.775 1.711 -4.695 0.083 -0.540 0.046
```
Forces are in eV/Å.

***

# C4H21N2O4S

A cluster of 5 separate species, C4H21N2O4S in total at a distorted geometry (ωB97M-V with the def2-TZVPD basis set, the OMol25 dataset).

Properties
Gap between HOMO and LUMO = 0.3293 Ha
Spin multiplicity = 1
Energy relative to the best compared isomer or geometry (same formula, charge and spin) = 0.0 kcal per mole
HOMO energy = -11.570 eV
Charge = +1
Electronic energy = -26487.844 eV

The geometry in XYZ format:
```
32
Properties=species:S:1:pos:R:3:forces:R:3
S 0.801 3.113 -2.216 -0.402 0.453 0.308
O 1.102 -1.968 3.133 -0.529 1.983 1.107
O 0.943 -2.444 -1.805 -0.809 0.545 -0.049
O -0.893 -2.731 1.446 0.777 -0.110 0.624
O 0.161 0.379 3.914 -0.206 -0.012 -0.206
N -1.637 -1.814 -1.001 0.053 -0.354 1.491
N -0.330 0.432 0.213 0.207 -0.378 -1.110
C 0.964 2.530 -0.466 2.381 -0.442 -0.402
C -1.528 0.632 -0.621 0.631 0.308 -0.148
C -1.716 -0.501 -1.663 -0.051 1.306 -0.743
C 0.923 1.026 -0.320 -1.012 -3.063 -0.804
H -2.381 -2.509 -1.248 1.040 0.767 0.158
H -1.266 -2.604 2.324 -0.605 -0.054 0.033
H 0.994 1.984 -2.924 0.079 -0.081 0.505
H 1.551 -2.526 3.769 0.173 -0.136 0.181
H -1.358 1.508 -1.255 -0.538 0.302 0.233
H 0.279 3.060 0.201 -0.022 -0.134 -0.331
H -1.679 -1.615 0.053 0.291 -0.963 -1.318
H 0.919 0.960 3.847 0.117 0.367 0.170
H 0.046 -2.718 1.761 -0.445 0.226 -0.527
H -0.642 -2.192 -1.144 -1.411 -0.082 -0.082
H -2.402 0.788 0.042 0.285 -0.212 -0.559
H 1.136 0.448 -1.270 -0.643 1.178 0.185
H 1.345 -3.192 -2.250 0.356 -0.125 0.244
H -0.902 -0.432 -2.400 -0.100 -0.163 0.353
H 1.444 -2.156 -1.040 0.591 -0.338 -0.004
H 1.739 0.499 0.195 -0.008 1.109 0.926
H 2.019 2.736 -0.155 -0.938 0.597 -0.205
H -0.416 0.717 4.606 0.107 0.061 0.102
H 0.820 -1.100 3.653 0.496 -2.300 -1.372
H -0.473 0.663 1.173 -0.159 0.184 0.478
H -2.627 -0.327 -2.275 0.292 -0.441 0.761
```
Forces are in eV/Å.

***

# C9H15ClN2S

A structure of composition C9H15ClN2S at a distorted geometry (ωB97M-V with the def2-TZVPD basis set, the OMol25 dataset).

Properties
Gap between HOMO and LUMO (spin up / spin down) = 0.1662 / 0.2062 Ha
Spin multiplicity = 3
HOMO energy (spin up / spin down) = -3.992 / -8.396 eV
Electronic energy = -35907.135 eV

The geometry in XYZ format:
```
28
Properties=species:S:1:pos:R:3:forces:R:3
Cl -3.022 -1.241 -0.991 0.063 -0.595 0.339
S 1.557 -1.103 0.834 -0.021 1.295 -1.461
N -1.342 0.461 0.046 1.121 0.148 0.412
N 0.171 1.959 -0.659 -0.658 0.147 0.531
C 1.999 0.490 1.634 1.470 -0.126 -0.505
C 2.423 0.191 -1.464 0.973 -1.208 1.075
C -1.869 1.701 0.261 -1.531 0.710 0.895
C -1.853 -0.881 0.353 -0.778 3.915 -0.497
C -0.137 0.702 -0.569 -2.073 1.171 -0.888
C 0.780 -1.790 -1.686 -2.330 1.455 -0.244
C -2.510 -0.870 1.754 1.010 -1.377 -3.443
C 1.311 -0.605 -0.870 2.580 -3.881 0.807
C -0.952 2.637 -0.157 0.000 -1.401 -0.473
H 2.825 1.135 1.190 -1.259 -1.109 0.111
H -1.084 3.684 -0.322 0.035 0.377 0.342
H -0.063 -1.538 -2.476 1.250 0.217 1.553
H 1.482 -2.300 -2.269 1.644 -0.490 -0.902
H -3.506 -1.073 1.562 -2.121 -0.481 0.270
H -0.949 -1.395 0.216 0.462 -1.771 0.085
H 2.412 0.055 -2.495 -0.260 0.100 -2.018
H 2.410 1.212 -1.220 -0.249 1.437 0.257
H 2.313 0.196 2.609 0.411 -0.277 0.778
H 3.415 -0.200 -1.174 -0.255 -0.001 0.153
H 1.098 1.018 1.770 -0.969 0.994 -0.108
H 0.356 -2.573 -1.072 -0.306 -0.093 0.424
H -2.861 1.777 0.740 0.723 0.297 -0.471
H -2.023 -1.658 2.203 0.601 -1.764 1.762
H -2.381 0.010 2.252 0.468 2.311 1.217
```
Forces are in eV/Å.